51
Properties=species:S:1:pos:R:3:lowdin_spin:R:1 method="wB97M-V/def2-TZVPD" gap_ev="4.432 / 3.748" s2=6.09 spin_multiplicity=5 e_lumo_ev="-0.48 / -3.90" total_energy_ev=-121737.624 total_charge=0
Rh 0.12 -0.74 -0.29 1.527
Cl 4.89 -0.46 5.20 0.080
C 4.15 -0.63 3.68 0.192
C 2.78 -0.90 3.60 -0.014
Cl 1.84 -1.09 5.02 -0.016
C 2.18 -1.02 2.36 0.133
Cl 0.53 -1.42 2.21 0.052
C 2.91 -0.85 1.13 0.078
O 2.36 -0.89 0.01 0.358
C 4.32 -0.62 1.26 0.140
Cl 5.23 -0.49 -0.17 0.053
C 4.92 -0.50 2.50 -0.021
Cl 6.59 -0.18 2.62 -0.018
C 0.17 -1.17 -4.58 0.073
C 0.11 0.16 -4.99 0.004
C 0.05 1.17 -4.06 0.054
C 0.07 0.89 -2.68 0.026
C 0.12 -0.47 -2.28 0.050
C 0.16 -1.48 -3.23 0.006
C 0.06 1.88 -1.65 0.201
C 0.15 3.25 -1.88 0.001
C 0.17 4.14 -0.85 0.189
C 0.06 3.66 0.49 0.023
C 0.08 4.53 1.59 0.044
C -0.08 4.06 2.88 0.028
C -0.32 2.71 3.08 0.045
C -0.36 1.84 2.01 0.034
C -0.11 2.26 0.69 0.030
N -0.06 1.38 -0.36 0.210
H 0.22 -1.97 -5.32 0.005
H 0.10 0.40 -6.05 -0.002
H -0.02 2.20 -4.39 0.003
H 0.19 -2.52 -2.94 0.003
H 0.23 3.61 -2.90 -0.005
H 0.23 5.21 -1.03 0.012
H 0.24 5.58 1.41 0.001
H -0.05 4.75 3.72 0.001
H -0.50 2.33 4.08 0.002
H -0.63 0.81 2.18 0.002
F -6.31 -3.59 0.07 0.009
C -5.00 -3.44 -0.05 0.028
C -4.43 -2.18 0.04 -0.004
F -5.20 -1.12 0.24 -0.003
C -3.07 -2.04 -0.07 0.027
F -2.56 -0.81 0.05 0.041
C -2.21 -3.12 -0.29 0.028
S -0.50 -3.00 -0.49 0.265
C -2.82 -4.38 -0.38 0.026
F -2.07 -5.46 -0.58 0.007
C -4.19 -4.54 -0.26 -0.004
F -4.73 -5.75 -0.35 -0.003

9
Properties=species:S:1:pos:R:3:lowdin_spin:R:1 method="wB97M-V/def2-TZVPD" gap_ev="2.499 / 10.793" s2=0.75 spin_multiplicity=2 e_lumo_ev="3.64 / 3.83" total_energy_ev=-6238.564 total_charge=-1
O 0.17 -3.02 -0.64 0.290
H -0.47 -3.20 -1.37 0.106
H 0.87 -2.57 -1.16 0.124
O 0.97 3.92 1.73 0.126
H 0.84 2.98 1.85 0.047
H 1.91 4.03 1.59 0.019
O -1.45 -0.63 -1.00 0.203
H -1.86 -0.10 -0.31 0.048
H -0.97 -1.41 -0.70 0.038

7
Properties=species:S:1:pos:R:3:lowdin_charge:R:1 method="wB97M-V/def2-TZVPD" gap_ev=10.373 e_lumo_ev=0.27 total_energy_ev=-98212.212 smiles=ClC#C[C@H](Cl)Br total_charge=0
Cl 3.29 0.05 -0.36 0.743
C 1.67 0.07 -0.20 -0.615
C 0.47 0.15 -0.13 -0.262
C -0.94 0.11 0.04 -1.091
Cl -1.38 0.37 1.77 0.551
Br -1.66 -1.62 -0.57 0.620
H -1.46 0.87 -0.55 0.053

20
Properties=species:S:1:pos:R:3:lowdin_charge:R:1 method="wB97M-V/def2-TZVPD" gap_ev=3.955 e_lumo_ev=-2.44 total_energy_ev=-9390.599 total_charge=0
C 1.88 1.12 -1.10 -0.064
C 1.32 0.33 0.13 -0.540
C 0.66 -1.02 -0.35 -0.146
C -0.37 -1.38 0.74 -0.215
C -1.67 -0.76 0.36 -0.120
N -1.82 0.56 0.26 -0.027
C -2.90 1.12 -0.15 0.007
N 2.42 -0.13 0.88 0.087
H 2.30 2.05 -0.72 0.065
H 1.04 1.43 -1.72 0.069
H 2.67 0.52 -1.54 0.073
H 0.54 0.89 0.63 0.101
H 1.41 -1.82 -0.37 0.109
H 0.11 -0.98 -1.30 0.109
H -0.58 -2.45 0.87 0.102
H -2.59 -1.34 0.47 0.114
H -2.96 2.19 -0.16 0.066
H -3.76 0.53 -0.49 0.077
H -0.01 -1.07 1.74 0.119
H 2.31 0.20 1.84 0.014

83
Properties=species:S:1:pos:R:3:lowdin_charge:R:1 method="wB97M-V/def2-TZVPD" gap_ev=5.186 e_lumo_ev=-7.91 total_energy_ev=-143371.026 total_charge=+2
N 5.55 -1.16 3.24 0.066
C 4.63 -1.71 4.03 -0.123
C 3.91 -2.86 3.67 0.000
C 4.12 -3.41 2.38 -0.210
C 5.25 -2.94 1.66 -0.004
C 5.89 -1.78 2.10 -0.132
C 3.15 -4.29 1.76 -0.003
Ca -0.74 -1.17 -0.29 1.029
P -2.68 1.96 -1.38 0.921
C 3.02 -4.43 0.40 -0.024
C 1.72 -4.40 -0.27 -0.185
C 1.65 -3.88 -1.58 0.016
C 0.40 -3.50 -2.12 -0.085
C -0.64 -3.47 -1.22 -0.377
C -0.71 -4.15 -0.04 -0.115
C 0.53 -4.60 0.47 0.016
Br -2.56 -2.05 -1.88 0.516
H 2.44 -4.81 2.42 0.124
H 3.88 -4.30 -0.26 0.115
H 3.13 -3.25 4.32 0.113
H 5.57 -3.41 0.73 0.112
H 4.42 -1.23 4.98 0.117
H 6.69 -1.33 1.50 0.120
H 2.58 -3.72 -2.12 0.138
H 0.59 -5.03 1.46 0.128
H 0.33 -3.25 -3.18 0.136
H -1.65 -4.38 0.46 0.143
P 1.62 1.20 -0.56 0.915
C -3.95 1.03 -0.39 -0.449
C -5.23 0.52 -1.03 -0.148
H -4.21 1.70 0.45 0.078
H -3.41 0.17 0.06 0.005
H -5.70 -0.19 -0.33 0.081
H -5.96 1.32 -1.22 0.074
H -5.07 -0.03 -1.97 0.047
C -2.88 1.33 -3.12 -0.453
C -4.00 1.82 -4.02 -0.142
H -2.91 0.23 -3.04 -0.025
H -1.91 1.59 -3.59 0.061
H -3.83 1.40 -5.02 0.083
H -4.99 1.49 -3.68 0.065
H -4.02 2.91 -4.14 0.073
C -3.30 3.68 -1.41 -0.426
C -4.80 3.91 -1.36 -0.143
H -2.86 4.14 -2.31 0.084
H -2.82 4.16 -0.54 0.069
H -5.00 4.98 -1.41 0.085
H -5.33 3.44 -2.20 0.061
H -5.26 3.54 -0.43 0.069
C 1.85 3.02 -0.28 -0.408
C 0.61 3.87 -0.55 -0.163
H 2.68 3.35 -0.92 0.098
H 2.18 3.16 0.76 0.072
H 0.80 4.91 -0.23 0.085
H 0.36 3.90 -1.62 0.071
H -0.27 3.53 0.00 0.022
C 1.69 1.25 -2.42 -0.424
C 2.08 -0.06 -3.09 -0.148
H 2.41 2.04 -2.68 0.092
H 0.70 1.59 -2.75 0.063
H 2.25 0.12 -4.16 0.090
H 3.00 -0.48 -2.68 0.064
H 1.29 -0.82 -3.02 0.040
C 3.36 0.64 -0.20 -0.420
C 3.99 1.17 1.07 -0.149
H 3.97 0.91 -1.08 0.090
H 3.31 -0.46 -0.17 0.060
H 5.03 0.83 1.14 0.067
H 4.00 2.26 1.11 0.063
H 3.48 0.80 1.96 0.072
N -0.58 1.84 2.00 0.138
C -1.33 0.85 2.57 -0.373
C -2.13 1.08 3.70 0.013
C -2.83 -0.01 4.22 -0.024
C -2.67 -1.28 3.65 -0.058
C -1.86 -1.42 2.54 -0.165
N -1.24 -0.36 1.96 -0.062
H 0.18 1.58 1.37 0.000
H -0.51 2.75 2.45 0.121
H -2.17 2.09 4.12 0.128
H -3.48 0.12 5.08 0.124
H -3.19 -2.15 4.04 0.117
H -1.64 -2.41 2.10 0.090

11
Properties=species:S:1:pos:R:3:lowdin_charge:R:1 method="wB97M-V/def2-TZVPD" gap_ev=9.467 e_lumo_ev=0.23 total_energy_ev=-11155.275 smiles="O=c1nn[nH][nH]1.O" total_charge=0
O 2.73 -0.47 -0.02 0.058
C 1.58 -0.13 0.08 -0.538
N 1.07 1.18 0.08 0.060
N -0.17 1.17 -0.10 0.031
N -0.59 -0.13 -0.12 -0.062
N 0.45 -0.98 0.10 0.097
H -1.59 -0.36 0.07 0.118
H 0.39 -1.79 -0.51 0.165
O -3.46 -0.23 -0.04 -0.028
H -4.02 -0.73 0.53 0.042
H -3.73 0.66 0.18 0.058

6
Properties=species:S:1:pos:R:3:lowdin_charge:R:1 method="wB97M-V/def2-TZVPD" gap_ev=8.704 e_lumo_ev=-0.37 total_energy_ev=-32481.458 smiles="S=PNS" total_charge=0
S -2.19 -0.78 -0.31 0.026
P -1.25 0.84 0.21 0.295
N 0.35 0.63 0.34 -0.748
S 1.58 -0.75 0.06 0.663
H 0.74 1.56 0.32 -0.016
H 0.77 -1.50 -0.63 -0.219

29
Properties=species:S:1:pos:R:3:lowdin_charge:R:1 method="wB97M-V/def2-TZVPD" gap_ev=8.894 e_lumo_ev=3.02 total_energy_ev=-32210.176 total_charge=-1
Cl -1.95 2.19 -1.49 0.619
O -1.29 3.28 -2.15 -0.376
O -1.01 1.51 -0.59 -0.420
O -3.07 2.65 -0.71 -0.382
O -2.41 1.25 -2.48 -0.396
C 0.44 -4.27 -2.68 -0.117
C 0.63 -2.78 -2.46 -0.261
C -0.31 -2.17 -1.41 -0.171
C -0.03 -2.80 -0.11 -0.253
N 0.19 -3.31 0.90 0.126
H -0.41 -4.47 -3.33 0.072
H 0.32 -4.83 -1.75 0.066
H 1.30 -4.66 -3.23 0.068
H 0.53 -2.26 -3.41 0.110
H 1.62 -2.57 -2.07 0.109
H -1.38 -2.38 -1.57 0.127
H -0.22 -1.09 -1.29 0.110
C 1.88 2.61 2.21 -0.118
C 0.95 1.84 3.12 -0.266
C -0.45 1.64 2.52 -0.186
C -1.02 2.91 2.06 -0.257
N -1.45 3.90 1.68 0.166
H 1.63 3.67 2.14 0.071
H 1.94 2.18 1.21 0.082
H 2.91 2.53 2.58 0.065
H 0.83 2.34 4.08 0.103
H 1.37 0.85 3.32 0.103
H -1.13 1.23 3.27 0.113
H -0.42 1.00 1.64 0.096